{
  "formula": "C4H5FO2",
  "method": "ωB97M-V/def2-TZVPD",
  "de_lowest_kj_mol": 143.6,
  "lumo_ev": 0.5,
  "energy_ev": -11039.9974,
  "homo_energy_ev": -9.641,
  "smiles": "C/C(=C/F)C(=O)O",
  "elements": ["C", "C", "C", "F", "C", "O", "O", "H", "H", "H", "H", "H"],
  "coordinates": [[-0.593804, 0.453537, 1.281594], [0.117355, -0.000302, 0.126052], [0.170123, -1.399545, -0.007416], [0.740046, -1.975476, -0.947978], [0.240189, 0.993412, -1.011446], [-0.248930, 2.052605, -0.926003], [1.030159, 0.568338, -2.050668], [-1.553140, 0.972098, 1.074312], [-0.082811, 1.203972, 1.829535], [-0.927985, -0.500391, 1.947838], [-0.145614, -2.056708, 0.838645], [1.254415, -0.311538, -2.154464]],
  "atomic_forces_ev_per_a": [[-3.2, -1.4, 2.7], [-0.6, -4.0, -2.1], [-1.5, 5.4, 4.7], [2.1, -2.7, -4.1], [2.1, -3.8, 0.8], [-0.6, 2.0, -0.7], [-1.2, 4.4, -0.3], [0.4, -0.4, -0.4], [0.8, 0.4, 0.9], [1.1, 2.5, -1.1], [0.2, 0.5, -0.9], [0.4, -2.9, 0.5]]
}